No. 1
{
  "formula": "C24H27Cl2N3O2Zr",
  "method": "ωB97M-V/def2-TZVPD",
  "species": ["Zr", "C", "C", "C", "C", "C", "C", "C", "C", "C", "C", "H", "H", "H", "H", "H", "H", "H", "H", "H", "H", "H", "H", "H", "H", "H", "Cl", "C", "C", "C", "Cl", "C", "C", "C", "C", "N", "C", "C", "O", "H", "H", "H", "H", "N", "C", "C", "C", "C", "C", "N", "H", "H", "H", "H", "H", "H", "O", "H", "H"],
  "positions_angstrom": [[0.46816, 0.24034, 0.37063], [1.43819, -0.25417, -1.84854], [1.58097, -1.40076, -1.00804], [2.50233, -1.08855, 0.02134], [2.90706, 0.26089, -0.16507], [2.26015, 0.77349, -1.32297], [2.57355, 2.10518, -1.93848], [3.95639, 1.00756, 0.59676], [2.97292, -2.04052, 1.07745], [0.94884, -2.73942, -1.24470], [0.70972, -0.23747, -3.16252], [3.62182, 2.12776, -2.24190], [2.42352, 2.94572, -1.25816], [1.97683, 2.29339, -2.82943], [4.86871, 1.06316, -0.00121], [4.21936, 0.52294, 1.53588], [3.68179, 2.04812, 0.79650], [3.62995, -2.79010, 0.63299], [2.15104, -2.57148, 1.55874], [3.53873, -1.53603, 1.85923], [0.79818, -3.29306, -0.31745], [1.59979, -3.34522, -1.87960], [-0.01229, -2.66010, -1.75299], [1.10283, 0.53912, -3.81635], [-0.36588, -0.07659, -3.08598], [0.84512, -1.19053, -3.67348], [-0.41363, -3.23608, 3.87218], [-1.39325, -2.93986, 2.49932], [-2.50955, -3.78092, 2.24423], [-3.31553, -3.55208, 1.17061], [-4.67575, -4.56644, 0.89031], [-3.05108, -2.47623, 0.26951], [-3.83076, -2.14354, -0.85218], [-3.48809, -1.06184, -1.62751], [-2.34076, -0.33500, -1.30813], [-1.55703, -0.64040, -0.28158], [-1.92743, -1.67947, 0.53174], [-1.11240, -1.90297, 1.65953], [-0.08671, -1.01928, 1.83363], [-2.71329, -4.59876, 2.92101], [-4.70487, -2.73583, -1.08956], [-4.08266, -0.76684, -2.47965], [-2.04825, 0.52382, -1.89933], [-1.48374, 1.83715, 2.31908], [-1.35254, 2.63370, 1.23136], [-1.98293, 3.89406, 1.22225], [-1.88497, 4.68899, 0.11834], [-1.15314, 4.25388, -1.00273], [-0.53492, 3.04903, -0.92222], [-0.59901, 2.23375, 0.17754], [-2.11890, 2.11886, 3.04755], [-1.23417, 0.85954, 2.35311], [-2.55108, 4.20285, 2.08944], [-2.37854, 5.65245, 0.10751], [-1.06958, 4.85289, -1.89704], [0.05853, 2.66222, -1.73869], [1.46747, 1.11176, 2.26173], [2.27910, 1.63422, 2.34638], [1.39168, 0.52270, 3.02960]],
  "energy_ev": -60208.296,
  "de_lowest_kcal_mol": 2.40,
  "total_charge": 2,
  "e_lumo_ev": -6.785,
  "gap_ev": 7.288,
  "multiplicity": 1,
  "fmax_ev_per_a": 0.67
}


No. 2
{
  "formula": "C24H27Cl7CuNO6",
  "method": "ωB97M-V/def2-TZVPD",
  "species": ["Cu", "Cl", "O", "O", "O", "O", "Cl", "C", "C", "Cl", "H", "H", "H", "H", "Cl", "C", "C", "Cl", "H", "H", "H", "H", "Cl", "C", "C", "Cl", "H", "H", "H", "H", "C", "C", "C", "C", "N", "H", "H", "H", "H", "H", "H", "H", "C", "C", "C", "C", "C", "C", "C", "O", "C", "C", "C", "C", "C", "C", "C", "O", "H", "H", "H", "H", "H", "H", "H", "H"],
  "positions_angstrom": [[-0.14586, -0.07073, -3.40076], [1.79070, -0.60341, -1.18063], [0.75911, -0.89337, -2.16229], [2.92972, -0.04535, -1.82609], [1.28621, 0.33536, -0.25670], [2.22021, -1.82567, -0.57455], [-0.46224, -0.09995, 1.70337], [1.01545, 0.40718, 2.67795], [1.83564, 1.54538, 2.11646], [0.95520, 3.04664, 1.94831], [1.58209, -0.49468, 2.90963], [0.50737, 0.63275, 3.61554], [2.35407, 1.38774, 1.17069], [2.67010, 1.80884, 2.76635], [-0.98232, 3.67610, -0.60307], [0.18317, 2.43436, -0.63031], [1.18236, 2.50277, -1.76070], [0.39850, 2.56310, -3.37994], [-0.52388, 1.60585, -0.58846], [0.73961, 2.42667, 0.30693], [1.80466, 1.60968, -1.70384], [1.83389, 3.37540, -1.80686], [4.68126, 1.43828, 1.17124], [4.97083, -0.32464, 0.67440], [3.85052, -1.20576, 1.21057], [4.28188, -1.82729, 2.88769], [5.98800, -0.64748, 0.89629], [4.95500, -0.35802, -0.41497], [3.68301, -2.06049, 0.55522], [2.92745, -0.63118, 1.28733], [0.06197, -3.31370, 0.72164], [0.72469, -3.06010, 2.11466], [2.23729, -3.05454, 2.14783], [2.84897, -4.32664, 1.77640], [3.44823, -5.27723, 1.48685], [0.45772, -4.24021, 0.30563], [0.16935, -2.49125, 0.01443], [-1.01303, -3.47455, 0.80284], [0.44557, -3.90457, 2.74479], [0.35992, -2.17982, 2.64394], [2.52440, -2.77628, 3.16185], [2.66395, -2.28219, 1.50788], [-4.61349, 3.84312, -2.88213], [-3.36039, 3.89935, -3.36156], [-2.37430, 3.03675, -2.96098], [-2.77105, 1.91278, -2.14836], [-4.05886, 1.87131, -1.56113], [-4.97790, 2.84583, -2.00380], [-4.51759, 0.77107, -0.64110], [-5.66232, 0.77207, -0.20284], [-3.48234, -0.30087, -0.30818], [-3.74580, -1.32620, 0.62950], [-2.81110, -2.15113, 1.24618], [-1.49387, -2.12994, 0.76376], [-1.19437, -1.06140, -0.13433], [-2.16635, -0.20960, -0.72451], [-1.74808, 0.84399, -1.74296], [-0.66253, 0.86834, -2.34709], [-5.39142, 4.52648, -3.18914], [-3.06110, 4.50231, -4.20611], [-1.34830, 3.18100, -3.26577], [-5.96818, 2.90410, -1.57678], [-4.78028, -1.32148, 0.93973], [-3.09351, -2.82523, 2.04131], [-0.69634, -2.71252, 1.20074], [-0.22097, -1.06698, -0.60214]],
  "energy_ev": -171368.451,
  "e_lumo_ev": -1.678,
  "gap_ev": 6.175,
  "multiplicity": 1,
  "fmax_ev_per_a": 15.59
}


No. 3
{
  "formula": "C24H27ClN4O2S",
  "method": "ωB97M-V/def2-TZVPD",
  "species": ["O", "S", "O", "N", "C", "C", "C", "C", "C", "C", "N", "C", "N", "C", "C", "N", "C", "C", "C", "C", "C", "C", "C", "C", "C", "C", "C", "C", "C", "Cl", "C", "C", "H", "H", "H", "H", "H", "H", "H", "H", "H", "H", "H", "H", "H", "H", "H", "H", "H", "H", "H", "H", "H", "H", "H", "H", "H", "H", "H"],
  "positions_angstrom": [[-2.13692, -2.40418, -1.98653], [-2.89877, -2.45862, -0.77065], [-3.91034, -3.46397, -0.62655], [-1.87819, -2.60991, 0.54095], [-0.46295, -2.37680, 0.35039], [-0.00513, -1.15454, 1.16585], [-0.65116, 0.13047, 0.69973], [-0.75719, 0.49361, -0.63915], [-1.29934, 1.72634, -0.96414], [-1.72200, 2.55769, 0.06055], [-1.63641, 2.22399, 1.33648], [-1.11484, 1.04992, 1.63784], [1.45358, -1.09838, 1.21292], [1.95946, -0.22625, 2.25708], [3.46106, -0.44564, 2.41399], [4.12935, -0.13480, 1.16772], [5.57528, -0.21708, 1.27636], [6.24609, 0.35706, 0.05777], [5.78908, 1.55419, -0.48066], [6.40040, 2.10153, -1.59319], [7.48186, 1.46240, -2.17752], [7.94410, 0.27158, -1.64574], [7.32635, -0.27971, -0.53589], [3.61505, -0.99878, 0.12335], [2.11519, -0.77260, -0.03737], [-3.66193, -0.86032, -0.51894], [-3.98324, -0.10088, -1.62688], [-4.60268, 1.12544, -1.46115], [-4.88479, 1.57011, -0.17690], [-5.62975, 3.10407, 0.04094], [-4.56941, 0.80257, 0.93631], [-3.95836, -0.42587, 0.75761], [-2.12473, -3.40976, 1.09826], [0.12896, -3.23961, 0.66398], [-0.31120, -2.22664, -0.71921], [-0.32699, -1.33250, 2.20057], [-0.43533, -0.17222, -1.42490], [-1.38957, 2.03340, -1.99440], [-2.14849, 3.53120, -0.14130], [-1.06553, 0.82632, 2.69692], [1.46065, -0.47183, 3.19741], [1.77746, 0.83689, 2.02750], [3.84327, 0.21601, 3.19533], [3.63933, -1.49255, 2.71980], [5.87314, 0.37212, 2.15114], [5.91651, -1.25581, 1.43972], [4.94326, 2.04104, -0.01983], [6.03561, 3.03102, -2.00578], [7.96186, 1.89097, -3.04499], [8.78603, -0.23250, -2.09753], [7.68897, -1.21252, -0.12685], [4.12420, -0.75798, -0.81224], [3.79453, -2.06328, 0.36005], [1.74035, -1.42410, -0.82646], [1.94918, 0.27831, -0.32701], [-3.73330, -0.47740, -2.60580], [-4.86101, 1.73459, -2.31284], [-4.79284, 1.16997, 1.92508], [-3.69914, -1.04462, 1.60106]],
  "energy_ev": -58739.061,
  "de_lowest_kcal_mol": 67.70,
  "e_lumo_ev": 0.366,
  "gap_ev": 9.239,
  "smiles": "O=S(=O)(NC[C@H](c1cccnc1)N1CCN(Cc2ccccc2)CC1)c1ccc(Cl)cc1",
  "multiplicity": 1,
  "fmax_ev_per_a": 0.98
}


no.,HOMO energy (hartree)
1,-0.517
2,-0.289
3,-0.326